This record from the OMol25 dataset describes 2 unconnected molecules or ions with the total composition C7H13BrN in a non-equilibrium geometry. The level of theory is the ωB97M-V functional and the def2-TZVPD basis.

Computed properties:
Lowest unoccupied orbital energy ... -4.4 eV
Charge ... +1
Energy above the lowest of the compared OMol25 structures with the same formula, charge and spin ... 3.6447 eV
Orbital gap ... 7.86 eV
DFT total energy ... -78992.3992 eV

Last column: natural (NBO) charge in e.
Atoms and positions in Å:
C: -3.400 -1.198 -0.371  -0.263
C: -3.566 -0.258 0.728  -0.227
C: -2.718 -1.117 -1.500  -0.311
C: 1.384 -0.364 0.903  0.095
C: -2.750 0.726 1.100  -0.178
C: 2.943 1.456 0.634  -0.420
C: 2.729 -0.229 -1.123  -0.457
N: 2.349 0.175 0.256  -0.250
Br: -1.014 1.140 0.214  -0.045
H: -3.903 -2.145 -0.453  0.235
H: -4.344 -0.279 1.504  0.259
H: -2.540 -1.904 -2.173  0.202
H: -2.131 -0.302 -1.785  0.179
H: 1.140 0.156 1.848  0.249
H: 1.139 -1.336 0.508  0.244
H: -2.858 1.257 1.995  0.221
H: 4.064 1.456 0.771  0.263
H: 2.565 2.176 -0.116  0.238
H: 2.355 1.617 1.501  0.216
H: 3.117 0.675 -1.666  0.247
H: 3.562 -0.928 -0.969  0.244
H: 1.877 -0.775 -1.806  0.260